(1)
{
  "formula": "C34H52N3NiOP2",
  "method": "ωB97M-V with the def2-TZVPD basis set",
  "symbols": ["C", "C", "C", "C", "C", "H", "H", "H", "N", "P", "P", "C", "H", "H", "C", "H", "C", "C", "C", "C", "C", "H", "H", "H", "C", "H", "H", "H", "C", "H", "H", "H", "C", "H", "H", "H", "C", "H", "H", "H", "C", "H", "H", "H", "C", "H", "H", "H", "C", "H", "H", "H", "C", "H", "H", "H", "C", "H", "H", "H", "C", "H", "H", "H", "C", "H", "H", "H", "Ni", "C", "O", "N", "C", "C", "C", "C", "C", "H", "C", "H", "C", "H", "H", "H", "C", "C", "C", "N", "H", "H", "H", "H", "H"],
  "xyz": [[-0.733, 1.887, -2.472], [-1.751, -0.219, -2.555], [-1.427, 2.306, -3.615], [-2.421, 0.109, -3.740], [-2.265, 1.397, -4.258], [-1.262, 3.319, -3.975], [-3.048, -0.648, -4.212], [-2.793, 1.676, -5.168], [-0.987, 0.696, -1.930], [1.491, 1.610, -0.829], [-1.846, -1.503, -0.052], [0.350, 2.715, -1.802], [0.890, 3.305, -2.556], [-0.112, 3.436, -1.110], [-1.784, -1.559, -1.915], [-2.433, -2.280, -2.396], [-1.654, -3.334, 0.497], [-3.623, -0.974, 0.255], [2.753, 1.080, -2.164], [2.305, 2.848, 0.368], [-0.230, -3.496, 1.046], [-0.033, -2.802, 1.873], [-0.114, -4.525, 1.417], [0.531, -3.326, 0.276], [-2.627, -3.698, 1.625], [-2.503, -3.057, 2.505], [-3.674, -3.684, 1.301], [-2.402, -4.730, 1.937], [-1.858, -4.328, -0.658], [-1.827, -5.341, -0.229], [-2.825, -4.221, -1.162], [-1.060, -4.266, -1.408], [-3.796, -0.825, 1.786], [-2.857, -0.555, 2.291], [-4.508, -0.012, 1.987], [-4.197, -1.735, 2.245], [-3.879, 0.397, -0.393], [-3.119, 1.130, -0.097], [-3.915, 0.336, -1.486], [-4.856, 0.758, -0.040], [-4.597, -2.010, -0.354], [-4.113, -2.831, -0.898], [-5.240, -2.443, 0.424], [-5.261, -1.507, -1.073], [3.441, 2.156, 1.135], [3.721, 2.791, 1.990], [3.132, 1.182, 1.534], [4.344, 2.032, 0.525], [1.244, 3.273, 1.393], [0.376, 3.759, 0.931], [0.905, 2.428, 2.002], [1.704, 4.008, 2.072], [2.836, 4.112, -0.335], [2.874, 4.924, 0.407], [3.860, 3.984, -0.705], [2.195, 4.457, -1.155], [2.069, 0.248, -3.263], [2.703, 0.254, -4.163], [1.959, -0.795, -2.949], [1.084, 0.630, -3.546], [3.809, 0.187, -1.497], [3.341, -0.647, -0.957], [4.448, -0.239, -2.285], [4.462, 0.736, -0.811], [3.420, 2.278, -2.854], [2.691, 2.959, -3.308], [4.082, 2.841, -2.189], [4.046, 1.884, -3.669], [0.154, -0.142, -0.088], [-1.074, 1.075, 0.920], [-1.439, 1.581, 1.900], [0.728, -1.633, -1.252], [-0.029, -2.136, -2.097], [0.223, -3.043, -3.223], [1.423, -3.750, -3.117], [-0.618, -3.215, -4.335], [1.761, -4.700, -4.080], [2.064, -3.539, -2.256], [-0.261, -4.149, -5.315], [-1.527, -2.617, -4.436], [0.916, -4.899, -5.179], [2.680, -5.273, -3.957], [-0.907, -4.290, -6.184], [1.180, -5.640, -5.934], [0.609, 0.712, 5.006], [1.662, -0.046, 4.173], [1.315, -0.146, 2.771], [0.990, -0.294, 1.662], [0.306, 1.645, 4.514], [0.997, 0.968, 5.997], [-0.284, 0.092, 5.143], [2.642, 0.450, 4.241], [1.785, -1.069, 4.558]],
  "lowdin_charge": [-0.32, -0.33, -0.01, -0.02, -0.03, 0.12, 0.12, 0.12, 0.06, 1.13, 1.16, -0.23, 0.08, 0.09, -0.25, 0.08, -0.63, -0.65, -0.64, -0.65, -0.11, 0.06, 0.09, 0.06, -0.09, 0.08, 0.07, 0.10, -0.07, 0.10, 0.07, 0.07, -0.10, 0.06, 0.09, 0.07, -0.09, 0.05, 0.07, 0.10, -0.07, 0.05, 0.09, 0.09, -0.09, 0.10, 0.06, 0.07, -0.11, 0.08, 0.04, 0.10, -0.08, 0.09, 0.07, 0.08, -0.08, 0.10, 0.05, 0.07, -0.09, 0.07, 0.10, 0.05, -0.08, 0.08, 0.06, 0.09, 0.11, -0.11, 0.12, 0.01, -0.34, -0.22, -0.04, -0.02, -0.06, 0.11, -0.07, 0.10, -0.07, 0.11, 0.11, 0.11, -0.07, -0.18, -0.11, 0.15, 0.07, 0.09, 0.09, 0.13, 0.13],
  "homo_energy_ev": [-9.58, -9.83],
  "total_energy_ha": -3757.064229,
  "total_charge": 1,
  "spin_multiplicity": 3,
  "orbital_gap_ev": [7.290, 7.219],
  "fmax_ha_per_bohr": 0.093
}


(2)
{
  "formula": "C34H52N3O3SV",
  "method": "ωB97M-V with the def2-TZVPD basis set",
  "symbols": ["V", "C", "C", "C", "C", "C", "C", "C", "C", "C", "C", "C", "C", "C", "C", "C", "C", "C", "H", "H", "H", "H", "H", "H", "H", "H", "H", "H", "H", "H", "H", "H", "H", "H", "H", "H", "H", "H", "H", "H", "H", "H", "H", "H", "H", "H", "H", "C", "C", "C", "C", "N", "C", "C", "C", "C", "C", "C", "N", "H", "H", "H", "H", "H", "H", "H", "H", "O", "C", "O", "C", "N", "C", "C", "C", "H", "H", "H", "H", "H", "H", "H", "H", "H", "C", "S", "C", "O", "H", "H", "H", "H", "H", "H"],
  "xyz": [[-0.194, -0.648, 0.696], [2.038, 0.464, 0.290], [1.248, 0.875, -0.838], [0.769, 2.195, -0.523], [1.305, 2.537, 0.738], [2.143, 1.522, 1.216], [3.309, 1.738, 2.168], [2.940, 2.524, 3.432], [4.327, 2.608, 1.400], [4.026, 0.430, 2.519], [-0.035, 3.227, -1.323], [-0.445, 4.409, -0.424], [-1.324, 2.651, -1.949], [0.834, 3.872, -2.418], [1.612, 0.189, -2.170], [0.661, 0.403, -3.351], [1.803, -1.327, -1.980], [2.989, 0.740, -2.601], [2.722, -0.374, 0.262], [1.151, 3.486, 1.229], [2.437, 3.456, 3.169], [3.844, 2.785, 3.985], [2.292, 1.983, 4.120], [3.908, 3.591, 1.184], [4.586, 2.138, 0.451], [5.240, 2.739, 1.984], [3.356, -0.352, 2.875], [4.777, 0.609, 3.290], [4.546, 0.036, 1.644], [-1.034, 4.095, 0.436], [-1.041, 5.110, -1.009], [0.425, 4.951, -0.057], [-1.693, 1.790, -1.386], [-1.170, 2.322, -2.973], [-2.112, 3.406, -1.977], [1.716, 4.331, -1.970], [0.271, 4.650, -2.938], [1.176, 3.160, -3.162], [-0.380, 0.274, -3.079], [0.910, -0.298, -4.151], [0.761, 1.398, -3.772], [0.927, -1.819, -1.548], [2.666, -1.550, -1.355], [1.990, -1.795, -2.949], [2.950, 1.819, -2.748], [3.314, 0.276, -3.535], [3.737, 0.536, -1.835], [-2.114, -4.670, 0.624], [-1.319, -5.371, 1.516], [-0.383, -4.681, 2.263], [-0.232, -3.312, 2.068], [-0.957, -2.650, 1.152], [-1.894, -3.314, 0.477], [0.569, -2.460, 2.976], [1.174, -2.954, 4.123], [1.658, -2.053, 5.060], [1.518, -0.697, 4.828], [0.974, -0.290, 3.621], [0.531, -1.146, 2.709], [-2.892, -5.160, 0.057], [-1.447, -6.435, 1.654], [0.211, -5.205, 2.994], [-2.502, -2.722, -0.190], [1.241, -4.013, 4.314], [2.119, -2.414, 5.969], [1.859, 0.039, 5.540], [0.914, 0.752, 3.335], [-3.377, -0.470, -1.675], [-2.221, -1.039, -1.955], [-1.252, -0.939, -1.228], [-2.189, -1.795, -3.286], [-3.523, -1.705, -3.903], [-4.090, -3.065, -4.030], [-3.318, -3.880, -2.998], [-1.913, -3.291, -3.087], [-1.415, -1.317, -3.889], [-3.495, -1.221, -4.791], [-3.956, -0.719, -2.460], [-3.930, -3.466, -5.033], [-5.162, -3.047, -3.838], [-3.349, -4.947, -3.209], [-3.748, -3.723, -2.004], [-1.389, -3.683, -3.959], [-1.288, -3.483, -2.216], [-2.314, 2.292, 3.096], [-2.136, 1.833, 1.377], [-3.851, 1.929, 0.887], [-1.880, 0.332, 1.425], [-3.025, 1.629, 3.585], [-2.636, 3.330, 3.155], [-1.326, 2.197, 3.543], [-4.173, 2.968, 0.926], [-4.453, 1.304, 1.543], [-3.898, 1.565, -0.137]],
  "lowdin_charge": [0.91, -0.15, -0.21, -0.15, -0.05, -0.24, -0.54, -0.04, -0.04, -0.04, -0.51, -0.08, -0.04, -0.04, -0.51, -0.05, -0.06, -0.03, 0.10, 0.10, 0.08, 0.09, 0.05, 0.09, 0.09, 0.09, 0.06, 0.09, 0.08, 0.04, 0.09, 0.08, 0.04, 0.07, 0.08, 0.09, 0.09, 0.05, 0.04, 0.09, 0.07, 0.06, 0.08, 0.09, 0.08, 0.09, 0.08, -0.03, -0.03, 0.01, -0.18, 0.05, -0.10, -0.19, 0.01, -0.02, -0.03, -0.11, 0.05, 0.11, 0.12, 0.11, 0.10, 0.11, 0.12, 0.12, 0.10, 0.13, -0.47, -0.01, -0.21, -0.02, -0.17, -0.16, -0.11, 0.15, 0.13, 0.13, 0.12, 0.12, 0.12, 0.10, 0.13, 0.11, -0.21, 0.91, -0.21, -0.59, 0.07, 0.07, 0.05, 0.07, 0.07, 0.04],
  "homo_energy_ev": [-8.46, -8.76],
  "total_energy_ha": -3058.776845,
  "total_charge": 1,
  "de_lowest_ev": 2.087,
  "spin_multiplicity": 4,
  "orbital_gap_ev": [5.470, 5.650],
  "fmax_ha_per_bohr": 0.012
}